Molecular formula: C2H4P2
Method: DFT, ωB97M-V/def2-TZVPD

```
8
Properties=species:S:1:pos:R:3
C 0.5162 -0.6672 1.1360
P -0.2996 -1.1821 -0.4689
P -1.2772 0.5104 0.4418
C -0.3410 0.5767 -1.1110
H 0.1609 -1.1634 1.9348
H 1.3815 -0.0777 1.2856
H 0.5706 1.2741 -1.0569
H -0.7115 0.7292 -2.1615
```

Output
SMILES: C1P2#P1C2
Molecular weight in g/mol: 90.00
LUMO in eV: 0.54
HOMO-LUMO gap in eV: 8.83
Energy above the lowest of the compared OMol25 structures with the same formula, charge and spin in kcal/mol: 16.94
Charge: 0
Spin multiplicity: 1